(1)
DFT (wB97M-V/def2-TZVPD) results for a structure of composition C16H16ClN3O8S3Tc.

Summary:
- multiplicity = 4
- ⟨S²⟩ = 3.767
- HOMO-LUMO gap (alpha / beta) (eV) = 8.171 / 7.297

Positions of all 48 atoms, in Å:
Tc 0.617 -0.577 0.333
O -0.288 0.316 4.468
S 0.288 -0.571 3.508
O 1.704 -0.771 3.515
O -0.244 -0.212 2.112
C -0.471 -2.174 3.748
C -1.054 -2.380 4.986
C -1.616 -3.609 5.311
C -1.601 -4.643 4.399
C -1.029 -4.452 3.149
C -0.469 -3.227 2.817
S 0.140 -3.136 1.158
O 0.287 -4.457 0.659
O 1.405 -2.313 1.171
O -0.779 -2.230 0.382
H -1.062 -1.561 5.690
H -2.066 -3.749 6.285
H -2.035 -5.602 4.649
H -1.010 -5.252 2.423
N -0.440 2.874 1.536
C -0.997 3.402 0.312
C -0.074 3.151 -0.871
C 0.023 1.741 -1.387
O 0.386 1.469 -2.499
O -0.377 0.788 -0.513
H -1.118 2.633 2.240
H 0.305 3.430 1.926
H -1.191 4.483 0.344
H -1.962 2.926 0.130
H 0.943 3.458 -0.602
H -0.364 3.757 -1.731
Cl 2.364 0.798 0.734
N 3.656 -1.419 -1.083
C 2.567 -1.686 -1.803
N 1.347 -1.257 -1.538
C 0.427 -1.740 -2.505
C -0.927 -1.442 -2.574
C -1.675 -2.001 -3.595
C -1.093 -2.835 -4.549
C 0.260 -3.114 -4.503
C 1.002 -2.554 -3.473
S 2.717 -2.693 -3.207
H 3.576 -0.874 -0.231
H 4.521 -1.884 -1.290
H -1.384 -0.778 -1.858
H -2.730 -1.775 -3.655
H -1.699 -3.261 -5.336
H 0.727 -3.746 -5.245

These are the Mulliken partial charges, in e, on atoms 1 to 5:
1 Tc 1.319
2 O -0.716
3 S 1.488
4 O -0.678
5 O -0.382



(2)
DFT (wB97M-V/def2-TZVPD) results for a cluster of 4 separate species, C33H57FO8 in total at a distorted geometry.

Summary:
- multiplicity = 1
- HOMO-LUMO gap (eV) = 8.216
- SMILES string = CCCCCCCCc1ccc(C[C@H](C)F)c2c1C(=O)C=CC2=O.COCCOC.COCCOC.COCCOC

Positions of all 99 atoms, in Å:
C -1.790 1.734 2.213
C -1.539 1.790 0.701
C -0.892 3.083 0.172
C 0.335 3.610 0.944
C 1.651 3.451 0.174
C 2.081 1.972 0.100
C 3.101 1.581 1.206
C 2.485 0.690 2.301
C 2.363 -0.746 1.832
C 1.142 -1.159 1.296
C 0.994 -2.432 0.764
C 2.060 -3.342 0.762
C 1.811 -4.693 0.123
C 2.049 -4.609 -1.387
C 0.820 -4.258 -2.189
F 2.595 -5.791 -1.858
C 3.269 -2.967 1.372
C 3.421 -1.666 1.916
C 4.705 -1.344 2.592
O 5.147 -0.233 2.732
C 5.459 -2.487 3.147
C 5.325 -3.693 2.620
C 4.409 -3.918 1.491
O 4.612 -4.838 0.741
H -1.303 2.526 2.771
H -2.856 1.816 2.406
H -1.497 0.768 2.615
H -2.511 1.712 0.217
H -0.966 0.940 0.338
H -0.557 2.874 -0.843
H -1.649 3.861 0.120
H 0.180 4.669 1.139
H 0.473 3.118 1.903
H 2.410 4.040 0.680
H 1.536 3.839 -0.837
H 2.540 1.776 -0.865
H 1.215 1.330 0.208
H 3.898 1.021 0.732
H 3.557 2.464 1.640
H 1.482 1.052 2.513
H 3.078 0.718 3.208
H 0.295 -0.492 1.274
H 0.043 -2.732 0.353
H 2.450 -5.460 0.536
H 0.778 -4.971 0.324
H 2.785 -3.823 -1.554
H 0.608 -3.199 -2.094
H -0.042 -4.855 -1.901
H 1.022 -4.455 -3.239
H 6.139 -2.244 3.946
H 5.904 -4.523 2.991
C 6.944 -1.105 -4.559
O 7.260 -0.300 -3.437
C 6.212 0.577 -3.058
C 5.454 0.058 -1.858
O 4.739 -1.130 -2.163
C 5.382 -2.301 -1.689
H 7.737 -1.843 -4.666
H 5.992 -1.624 -4.426
H 6.902 -0.499 -5.470
H 5.525 0.740 -3.894
H 6.667 1.539 -2.801
H 4.723 0.812 -1.549
H 6.140 -0.108 -1.023
H 5.325 -2.348 -0.596
H 6.429 -2.342 -1.999
H 4.862 -3.162 -2.102
C -3.966 2.239 -2.858
O -4.433 2.949 -1.725
C -4.479 4.354 -1.922
C -5.887 4.837 -2.182
O -6.387 4.356 -3.419
C -7.280 3.266 -3.280
H -4.122 1.178 -2.667
H -4.510 2.521 -3.762
H -2.895 2.415 -3.010
H -3.821 4.648 -2.745
H -4.106 4.826 -1.007
H -5.882 5.930 -2.232
H -6.543 4.539 -1.359
H -8.228 3.596 -2.841
H -6.853 2.471 -2.663
H -7.476 2.874 -4.277
C -5.146 -1.256 0.980
O -4.778 -0.374 2.025
C -5.857 0.419 2.496
C -6.403 -0.101 3.806
O -7.022 -1.367 3.651
C -6.217 -2.445 4.091
H -4.304 -1.924 0.804
H -6.022 -1.851 1.246
H -5.351 -0.699 0.059
H -6.653 0.468 1.748
H -5.475 1.434 2.649
H -7.164 0.595 4.173
H -5.603 -0.151 4.551
H -6.128 -2.442 5.182
H -5.219 -2.410 3.647
H -6.708 -3.367 3.784

These are the Mulliken partial charges, in e, on atoms 1 to 5:
1 C -0.987
2 C 0.223
3 C -0.597
4 C -0.643
5 C -1.260



(3)
DFT (wB97M-V/def2-TZVPD) results for a structure of composition C6H12N at a distorted geometry.

Summary:
- multiplicity = 1
- HOMO-LUMO gap (eV) = 10.921
- net charge = +1

Positions of all 19 atoms, in Å:
C -0.148 0.869 -0.404
C -1.213 0.094 -0.082
C 2.593 0.605 0.198
C 2.064 -0.740 0.282
C -2.470 0.794 0.257
C -1.234 -1.355 -0.128
N 1.525 0.153 -0.657
H -0.114 1.995 -0.338
H 2.332 1.280 0.978
H 3.552 0.676 -0.300
H 2.614 -1.579 -0.140
H 1.289 -0.913 1.010
H -2.306 1.814 -0.049
H -3.328 0.417 -0.188
H -2.737 0.937 1.412
H -0.189 -1.895 -0.220
H -1.995 -1.652 -0.872
H -1.800 -1.595 0.843
H 1.565 0.097 -1.604

These are the Mulliken partial charges, in e, on atoms 1 to 5:
1 C -0.741
2 C 1.172
3 C -0.363
4 C -0.424
5 C -1.391



(4)
DFT (wB97M-V/def2-TZVPD) results for a structure of composition C15H33Br9O6 at a distorted geometry.

Summary:
- multiplicity = 1
- HOMO-LUMO gap (eV) = 9.324

Positions of all 63 atoms, in Å:
C -6.025 -2.587 0.103
Br -4.179 -2.895 0.652
Br -7.129 -4.143 0.269
Br -6.113 -1.970 -1.699
H -6.410 -1.831 0.801
C -4.478 5.741 0.870
Br -5.106 5.376 -0.860
Br -5.229 4.481 2.080
Br -4.826 7.646 1.333
H -3.391 5.603 0.851
C -1.435 0.218 0.818
Br -2.927 1.234 0.238
Br -0.051 1.319 1.571
Br -0.760 -0.741 -0.740
H -1.709 -0.444 1.617
C -1.037 6.113 -4.233
O -0.791 4.705 -4.214
C -1.955 3.954 -3.945
C -1.652 2.445 -4.206
O -1.336 2.035 -5.515
C -2.480 1.981 -6.303
H -1.644 6.310 -3.323
H -1.655 6.375 -5.104
H -0.119 6.659 -4.222
H -2.803 4.238 -4.583
H -2.175 4.099 -2.848
H -2.482 1.890 -3.797
H -0.777 2.168 -3.661
H -2.978 2.905 -6.715
H -3.212 1.303 -5.928
H -2.192 1.457 -7.230
C 2.055 -5.465 -1.554
O 1.184 -5.323 -0.447
C -0.137 -4.948 -0.810
C -1.110 -4.830 0.412
O -0.985 -3.599 1.092
C 0.323 -3.465 1.733
H 1.637 -6.311 -2.194
H 3.021 -5.679 -1.193
H 2.073 -4.588 -2.210
H -0.513 -5.721 -1.537
H -0.083 -3.995 -1.271
H -0.948 -5.733 1.040
H -2.127 -4.884 0.002
H 0.350 -4.107 2.618
H 0.335 -2.442 2.131
H 1.114 -3.677 1.007
C 4.285 -1.272 2.873
O 5.398 -1.411 3.774
C 6.361 -0.298 3.719
C 5.891 1.018 4.315
O 5.859 1.099 5.777
C 4.663 0.457 6.319
H 4.700 -0.823 1.906
H 3.550 -0.553 3.282
H 3.728 -2.223 2.796
H 6.702 -0.147 2.648
H 7.178 -0.738 4.300
H 4.894 1.334 3.978
H 6.583 1.814 3.995
H 3.743 0.751 5.798
H 4.632 0.756 7.362
H 4.702 -0.642 6.264

These are the Mulliken partial charges, in e, on atoms 1 to 5:
1 C -0.329
2 Br 0.080
3 Br -0.037
4 Br -0.009
5 H 0.325



(5)
DFT (wB97M-V/def2-TZVPD) results for a structure of composition C39H28CoN2O5P.

Summary:
- multiplicity = 2
- ⟨S²⟩ = 0.884
- HOMO-LUMO gap (alpha / beta) (eV) = 7.024 / 6.906
- net charge = -1

Positions of all 76 atoms, in Å:
Co 0.241 -0.227 0.128
O 2.169 0.527 -0.351
C 2.878 1.515 -0.537
C 2.570 2.740 -1.216
C 3.490 3.778 -1.060
C 3.221 5.032 -1.550
C 1.993 5.303 -2.203
C 1.093 4.310 -2.400
C 1.349 2.941 -1.986
O 0.592 2.010 -2.303
N 4.185 6.086 -1.379
O 5.275 5.813 -0.891
O 3.877 7.217 -1.734
H 3.897 1.495 -0.103
H 4.419 3.605 -0.531
H 1.802 6.310 -2.546
H 0.157 4.490 -2.915
O 0.721 -2.919 0.170
C -0.081 -2.047 -0.068
C -1.496 -2.379 -0.494
C -2.154 -3.516 -0.052
C -3.494 -3.692 -0.370
C -4.158 -2.739 -1.134
C -3.487 -1.613 -1.598
C -2.147 -1.431 -1.282
P -1.014 -0.070 -1.775
C -2.189 1.153 -2.434
C -3.081 1.724 -1.528
C -3.947 2.730 -1.929
C -3.919 3.184 -3.241
C -3.031 2.622 -4.147
C -2.166 1.614 -3.745
C -0.284 -0.847 -3.269
C 1.077 -0.690 -3.511
C 1.663 -1.270 -4.628
C 0.895 -2.012 -5.513
C -0.462 -2.184 -5.272
C -1.046 -1.605 -4.156
H -1.616 -4.230 0.559
H -4.026 -4.566 -0.016
H -5.206 -2.874 -1.372
H -4.014 -0.880 -2.199
H -3.092 1.381 -0.498
H -4.635 3.165 -1.215
H -4.580 3.984 -3.553
H -3.001 2.976 -5.170
H -1.461 1.193 -4.450
H 1.668 -0.109 -2.817
H 2.722 -1.136 -4.806
H 1.352 -2.456 -6.389
H -1.066 -2.773 -5.952
H -2.104 -1.748 -3.974
N -0.744 -0.324 1.752
C -0.882 -0.806 2.899
C 0.124 -1.732 3.543
C 1.457 -1.672 3.142
C 2.401 -2.529 3.681
C 2.028 -3.475 4.627
C 0.700 -3.561 5.018
C -0.243 -2.696 4.480
C -2.122 -0.474 3.698
C -2.103 -0.241 5.069
C -3.262 0.126 5.742
C -4.458 0.256 5.052
C -4.485 0.029 3.681
C -3.326 -0.325 3.011
H 1.737 -0.946 2.389
H 3.431 -2.467 3.352
H 2.767 -4.143 5.052
H 0.393 -4.310 5.739
H -1.280 -2.783 4.780
H -1.172 -0.333 5.615
H -3.228 0.314 6.809
H -5.363 0.534 5.578
H -5.414 0.135 3.132
H -3.323 -0.496 1.941

These are the Mulliken partial charges, in e, on atoms 1 to 5:
1 Co -0.293
2 O -0.506
3 C -0.494
4 C 1.137
5 C -0.550



(6)
DFT (wB97M-V/def2-TZVPD) results for a cluster of 2 separate species, C3H8O2 in total at a distorted geometry.

Summary:
- multiplicity = 1
- HOMO-LUMO gap (eV) = 9.250
- SMILES string = C/C=C/O.O

Positions of all 13 atoms, in Å:
C -1.741 -0.020 0.464
C -0.395 0.096 1.181
C 0.693 -0.466 0.685
O 2.000 -0.355 1.047
H -2.419 0.730 0.867
H -1.572 0.097 -0.590
H -2.187 -1.014 0.536
H -0.363 0.775 2.030
H 0.626 -1.150 -0.151
H 2.163 0.280 1.764
O 1.317 0.338 -2.320
H 1.012 -0.422 -2.837
H 0.867 1.111 -2.675

These are the Mulliken partial charges, in e, on atoms 1 to 5:
1 C -1.017
2 C -0.120
3 C -0.020
4 O -0.485
5 H 0.305



(7)
DFT (wB97M-V/def2-TZVPD) results for a structure of composition C16H25CaCl3F6N5OP at a distorted geometry.

Summary:
- multiplicity = 1
- HOMO-LUMO gap (eV) = 4.073
- net charge = +2

Positions of all 58 atoms, in Å:
C -2.683 -0.905 2.460
C -1.686 -0.970 1.343
C -1.976 -1.620 0.155
C -1.072 -1.667 -0.887
C 0.166 -1.070 -0.737
C 0.478 -0.437 0.455
C 1.844 0.169 0.668
C 2.744 -0.868 1.327
C 3.584 -1.815 0.472
N 4.490 -2.358 1.515
C 4.293 -1.611 2.609
N 4.569 -2.115 3.815
N 3.703 -0.352 2.363
C -0.441 -0.376 1.484
H -3.695 -1.070 2.101
H -2.467 -1.644 3.230
H -2.664 0.081 2.918
H -2.935 -2.104 0.035
H -1.340 -2.169 -1.804
H 0.900 -1.088 -1.534
H 1.728 0.992 1.370
H 2.261 0.536 -0.269
H 2.084 -1.537 1.887
H 4.112 -1.428 -0.398
H 2.931 -2.598 0.094
H 5.470 -2.484 1.287
H 5.181 -1.657 4.472
H 4.100 -2.955 4.118
H 4.453 0.150 1.872
H -0.203 0.148 2.401
O -1.379 2.768 0.315
C -0.648 3.310 -0.488
N 0.066 2.573 -1.389
C -0.498 4.813 -0.536
H 0.691 2.976 -2.060
H -0.058 1.573 -1.363
H -0.127 5.163 0.425
H -1.488 5.236 -0.702
H 0.168 5.163 -1.325
C -4.492 -5.412 -0.087
C -3.243 -5.060 -0.741
N -2.258 -4.790 -1.267
H -5.323 -4.920 -0.589
H -4.638 -6.490 -0.133
H -4.465 -5.099 0.955
C -1.152 -7.696 -3.405
Cl 0.292 -8.636 -3.029
Cl -1.049 -7.006 -5.024
Cl -2.605 -8.685 -3.239
H -1.219 -6.879 -2.698
F -1.500 8.173 0.196
P -0.994 8.710 -1.220
F 0.387 9.656 -2.287
F 0.312 7.815 -0.862
F -1.026 7.861 -2.589
F -0.952 10.182 -0.627
F -2.534 8.991 -1.572
Ca 1.804 10.534 -3.481

These are the Mulliken partial charges, in e, on atoms 1 to 5:
1 C -1.562
2 C 0.605
3 C -0.785
4 C -0.848
5 C -0.217



(8)
DFT (wB97M-V/def2-TZVPD) results for a structure of composition C18H11BrCoN11O at a distorted geometry.

Summary:
- multiplicity = 5
- ⟨S²⟩ = 6.017
- HOMO-LUMO gap (alpha / beta) (eV) = 6.903 / 6.055

Positions of all 43 atoms, in Å:
Co -0.511 0.755 -0.484
Br 3.315 3.171 5.187
C 2.157 2.854 3.725
C 1.762 3.923 2.912
C 0.907 3.716 1.859
C 0.425 2.430 1.565
O -0.407 2.281 0.557
C 0.844 1.351 2.379
C 0.435 0.002 2.148
N -0.338 -0.367 1.194
C -0.718 -1.716 1.006
C -0.511 -2.764 1.853
C -0.959 -4.059 1.518
C -1.627 -4.298 0.356
C -1.881 -3.231 -0.535
C -2.589 -3.370 -1.750
C -2.812 -2.281 -2.538
C -2.314 -1.029 -2.137
N -1.633 -0.869 -1.025
C -1.418 -1.947 -0.205
C 1.709 1.592 3.465
H 2.139 4.916 3.116
H 0.590 4.532 1.225
H 0.827 -0.748 2.835
H -0.001 -2.618 2.797
H -0.771 -4.874 2.205
H -1.971 -5.294 0.107
H -2.957 -4.347 -2.042
H -3.355 -2.359 -3.468
H -2.477 -0.135 -2.727
H 2.017 0.764 4.091
N 1.563 1.383 -3.107
C 0.259 1.795 -3.200
N -0.264 2.413 -4.235
N -1.565 2.577 -3.899
N -1.807 2.104 -2.728
N -0.645 1.577 -2.247
C 2.073 0.685 -2.041
N 3.324 0.296 -1.952
N 3.388 -0.356 -0.767
N 2.249 -0.363 -0.178
N 1.364 0.304 -0.971
H 2.185 1.605 -3.866

These are the Mulliken partial charges, in e, on atoms 1 to 5:
1 Co -0.358
2 Br -0.191
3 C -0.200
4 C -0.392
5 C -0.756



(9)
DFT (wB97M-V/def2-TZVPD) results for an isolated molecule of C28H26N6 at a distorted geometry.

Summary:
- multiplicity = 1
- HOMO-LUMO gap (eV) = 8.091
- SMILES string = Nc1ncnc2c1ncn2[C@H](/C=C/N(Cc1ccccc1)Cc1ccccc1)c1ccccc1

Positions of all 60 atoms, in Å:
N -0.337 4.619 6.190
C 0.025 3.461 5.604
N 0.468 2.437 6.329
C 0.868 1.315 5.681
N 0.895 1.082 4.333
C 0.564 2.158 3.628
C 0.014 3.327 4.193
N -0.296 4.237 3.191
C 0.033 3.605 2.065
N 0.657 2.399 2.281
C 1.571 1.448 1.262
C 1.569 0.042 1.726
C 0.372 -0.644 1.832
N 0.270 -1.977 1.917
C -1.049 -2.578 2.127
C -1.909 -1.855 3.133
C -3.288 -2.049 3.044
C -4.160 -1.427 3.940
C -3.649 -0.624 4.973
C -2.267 -0.408 5.056
C -1.406 -1.028 4.140
C 1.449 -2.833 2.085
C 2.415 -2.891 0.908
C 3.803 -2.831 1.087
C 4.630 -2.652 -0.025
C 4.092 -2.743 -1.314
C 2.707 -2.840 -1.489
C 1.895 -3.068 -0.375
C 3.003 1.939 0.798
C 3.171 2.644 -0.416
C 4.447 3.097 -0.829
C 5.575 2.774 -0.078
C 5.442 1.997 1.071
C 4.161 1.571 1.486
H -0.642 5.413 5.647
H -0.302 4.689 7.194
H 1.243 0.512 6.346
H -0.194 3.969 1.060
H 0.876 1.677 0.474
H 2.500 -0.426 2.049
H -0.572 -0.102 1.802
H -0.884 -3.613 2.416
H -1.605 -2.617 1.180
H -3.662 -2.692 2.245
H -5.240 -1.571 3.829
H -4.321 -0.162 5.700
H -1.863 0.247 5.838
H -0.341 -0.819 4.214
H 1.998 -2.536 3.019
H 1.051 -3.834 2.230
H 4.215 -2.928 2.099
H 5.690 -2.424 0.118
H 4.760 -2.723 -2.172
H 2.277 -2.728 -2.489
H 0.844 -3.369 -0.476
H 2.321 2.795 -1.085
H 4.534 3.693 -1.737
H 6.553 3.165 -0.370
H 6.321 1.718 1.651
H 4.096 0.866 2.329

These are the Mulliken partial charges, in e, on atoms 1 to 5:
1 N -0.381
2 C 0.019
3 N -0.685
4 C -0.485
5 N -0.275



(10)
DFT (wB97M-V/def2-TZVPD) results for an isolated molecule of C4H8N2O3 at a distorted geometry.

Summary:
- multiplicity = 1
- HOMO-LUMO gap (eV) = 10.389
- SMILES string = NC(=O)C[C@H](N)C(=O)O

Positions of all 17 atoms, in Å:
N -0.206 -0.359 -2.120
C -1.402 -0.531 -1.212
O -2.396 -1.230 -1.418
C -1.096 -0.107 0.218
C 0.427 -0.074 0.506
N 0.769 -0.643 1.804
C 1.140 1.152 0.186
O 0.642 2.035 -0.593
O 2.432 1.194 0.878
H -0.145 0.853 -1.949
H -0.839 -0.155 -2.978
H -1.456 1.012 0.417
H -1.810 -0.841 0.671
H 0.880 -0.797 -0.181
H 0.694 -1.642 1.825
H -0.027 -0.373 2.400
H 2.392 0.507 1.546

These are the Mulliken partial charges, in e, on atoms 1 to 5:
1 N -0.662
2 C 0.401
3 O -0.575
4 C -0.634
5 C 0.295



no.,molar mass (g/mol)
1,607.971
2,600.809
3,98.169
4,1028.559
5,694.569
6,76.095
7,594.809
8,536.199
9,446.558
10,132.119